No. 1
ORCA calculation (the ωB97M-V functional and the def2-TZVPD basis) on a cluster of 4 separate species, C20H39BN4O8 in total at a distorted geometry.

Each line ends with the Mulliken charge.
Geometry (Å):
O -5.37394 -2.28051 1.68788  -0.49
H 5.48750 -1.36141 -6.06049  0.36
C -4.34611 -0.03254 6.84532  -0.47
H -2.64253 1.34287 -0.07076  0.15
H 0.65843 0.36898 1.53702  0.28
C -2.61606 0.35629 2.50528  0.40
C 2.60642 0.03534 1.04839  0.52
B -3.88901 1.02803 4.89117  0.62
H 3.93136 -1.95783 -5.48375  0.34
H 6.54546 -0.13638 -2.79156  0.28
C -3.70365 0.12495 3.57413  0.65
H 2.78015 0.70312 -4.31616  0.26
N -3.62967 -4.78570 1.77784  -0.37
C 4.15789 0.06458 3.83322  -0.66
H 4.24741 -0.21950 -5.57800  0.28
H 4.28602 0.29706 4.89121  0.27
H -2.69778 3.45360 -1.52699  0.32
H -5.18650 -0.25714 6.13788  0.18
C -3.03682 -1.76915 1.37000  0.42
H 4.65555 -1.62890 -1.89385  0.29
H 2.46896 0.45772 0.04812  0.12
N -2.84181 0.74136 -0.86793  -0.30
H 3.20083 -1.79549 0.06957  0.27
C 3.52858 -1.16903 0.90123  -1.44
H -1.88160 2.34121 -4.69640  0.34
H -4.79209 0.51954 7.69934  0.25
H 3.88858 -0.99130 3.75732  0.24
C -3.56450 1.52427 -1.87724  0.15
H 4.20735 1.40667 1.64760  0.47
H -5.58855 1.80092 4.52078  0.36
O -2.14457 1.45822 2.44500  -0.62
H 1.68536 0.76433 -2.93714  0.17
N 6.09738 -0.05568 -3.70101  -0.75
H 5.47984 0.74737 -3.59482  0.33
H -0.16955 2.15635 -4.27353  0.22
O -3.33666 0.74771 6.14279  -0.45
H 2.57850 2.04687 1.78736  0.37
H 3.45858 -2.16808 -3.05847  0.41
C 3.18245 1.14767 1.94089  -0.79
H -1.27771 0.82342 -3.95519  0.22
N 1.29841 -0.42316 1.53346  -0.50
O -1.39031 2.43981 -2.66817  -0.34
H -4.39280 1.16408 -3.85225  0.38
C -1.18822 1.91228 -3.96769  -0.63
O 3.46744 -0.14761 -2.55955  -0.29
C 4.69075 -1.18602 -5.33554  -1.42
C 4.16276 -1.35758 -2.83199  -0.65
H -3.23233 3.25106 -3.18701  0.45
C -2.74257 2.73585 -2.35132  -0.73
H 5.87982 -2.12439 -3.84736  0.45
O -2.72448 -2.87689 0.54961  -0.32
H 3.54035 -1.80166 1.79008  0.31
H -3.84604 -0.96605 7.18809  0.22
C -3.99187 0.59537 -3.00967  -1.52
H -4.47869 1.91126 -1.41590  0.43
C -3.01996 -4.01521 1.21145  0.40
H -3.17072 -0.02298 -3.37466  0.29
H 1.40891 -0.64846 2.52126  0.29
H 5.10476 0.25231 3.31901  0.29
C -4.39378 -1.72628 2.08895  0.02
H 1.90264 -0.77272 -3.79592  0.37
O 3.11175 0.87877 3.33277  -0.40
H -1.14684 -0.76560 1.06351  0.30
C -2.16191 -0.77326 1.55499  -0.25
C 5.24808 -1.23301 -3.91607  0.25
C 2.40939 0.13620 -3.45931  -0.68
H -4.77392 -0.08447 -2.66653  0.36
C -4.55808 -0.90572 3.38730  -0.52
H 4.55376 -0.85205 0.69407  0.35
H -1.91964 0.53560 -1.25059  0.23
H -5.34292 -1.15336 4.12448  0.24
O -4.71722 2.17409 4.75447  -0.57

Charge: 0
SMILES: COB(O)C1=CC(=O)C(OC#N)=CC1=O.COC[C@@H](C)N.COC[C@@H](C)N.COC[C@@H](C)N
Lowest unoccupied orbital energy, Eh: -0.043

No. 2
ORCA calculation (the ωB97M-V functional and the def2-TZVPD basis) on a cluster of 4 separate species, C20H39ClNO9 in total.

Each line ends with the Mulliken charge.
Geometry (Å):
H 1.07935 -3.37497 -2.99452  0.54
C 4.19215 -0.07814 -1.83697  -0.64
C -1.00098 3.65033 0.71682  -0.14
H -0.68837 4.55028 0.19437  0.14
H 5.01126 0.61532 -1.65455  0.38
H 3.50354 0.29748 0.18938  0.44
O 1.35199 1.06896 1.24021  -0.65
H -2.91808 -3.48398 2.59952  0.30
C -1.66545 3.99711 2.02636  -0.89
C 2.31941 -1.94062 -1.96438  -0.06
C -2.81942 -4.14967 1.74221  -0.92
H 1.82594 -4.00579 -1.51679  0.29
H 6.55840 -2.86415 0.55875  0.30
H -1.32810 9.01762 -2.23089  0.37
C -2.11850 7.06760 -1.81425  -0.42
N 2.28918 -1.14100 -0.69765  0.23
H -2.55193 4.59786 1.82817  0.25
H -4.87064 8.19878 -0.26632  0.28
H 2.66093 -1.72559 0.05788  0.38
H -2.75408 -7.08789 1.18110  0.29
H -2.65934 9.03075 -1.07267  0.28
C 3.09978 0.12727 -0.80393  -0.48
H -4.59322 7.68566 -1.93327  0.34
H -1.22054 6.53431 -2.12370  0.31
O -4.29147 5.51589 0.47400  -0.55
O 0.07097 -2.69452 0.00540  -0.43
C -4.86091 7.34073 -0.93945  -1.14
H -1.06289 8.46681 -0.57079  0.30
H -1.87228 1.24178 0.76793  0.34
H 3.97063 -2.55991 -3.21963  0.37
O -2.62950 6.28063 -0.72486  -0.31
H 2.05337 -1.25739 -2.77177  0.39
H 2.43403 0.95250 -1.04057  0.31
C -3.93189 6.30714 -0.35627  0.83
H -1.39064 -5.60075 0.98885  0.31
C 0.09180 -2.84670 -1.16986  0.61
H -1.24710 0.78466 2.35220  0.30
H -1.97158 3.10483 2.57385  0.29
H -3.95186 -7.17284 2.47649  0.26
C -2.93564 -7.44616 2.19019  -0.87
C 3.79827 -2.38850 -2.14665  0.13
H 4.85955 -2.44864 0.70520  0.17
H -1.66373 3.10171 0.04826  0.31
H -5.86054 6.91597 -0.95763  0.33
O 0.23230 2.91057 0.91184  -0.36
H -0.67816 -4.26526 1.88155  0.17
H -2.81805 -3.54709 0.83215  0.27
H 6.03765 -3.55914 -1.61837  0.32
C -1.01739 0.82028 1.28679  -0.65
H -0.98015 4.56340 2.65702  0.31
C 1.34253 -3.13681 -1.96705  -1.19
C -1.53149 -4.94010 1.84755  -0.25
H 5.28252 -4.94729 -0.85038  0.38
H -2.81322 7.04486 -2.65398  0.39
C -1.77604 8.48033 -1.39470  -1.01
H 1.34398 -0.89586 -0.39979  0.06
C -1.99448 -6.90175 3.23867  0.70
Cl -1.36027 -2.70594 -2.13014  -0.17
H -2.86035 -8.52965 2.21013  0.30
H -3.69170 -4.80236 1.71697  0.32
O 3.96948 -3.55001 -1.41355  -0.38
H -0.85423 -0.20384 0.95507  -0.05
O 4.68741 -1.40016 -1.67469  -0.35
H 3.84877 0.08489 -2.86470  0.33
C 5.28174 -3.85992 -0.89038  -0.37
O -1.43526 -5.67593 3.06757  -0.37
O -1.75537 -7.49128 4.25266  -0.54
C 0.26405 1.60111 1.12404  0.78
H 5.41595 -4.01120 1.27588  0.30
C 5.54786 -3.26665 0.49006  -0.85

Charge: +1
ΔE to the lowest compared entry with this formula, charge and spin, kcal per mole: 0.00
Lowest unoccupied orbital energy, Eh: -0.103

No. 3
ORCA calculation (the ωB97M-V functional and the def2-TZVPD basis) on a structure of composition C20H39N3O32S7 at a distorted geometry.

Each line ends with the Mulliken charge.
Geometry (Å):
H -2.66950 3.63230 -2.18507  0.27
O -4.55081 3.16791 -2.77597  -0.36
C -0.21680 0.85448 0.79569  -1.13
O -5.25762 -1.87525 -0.52101  -0.53
O -2.13904 -3.44049 -5.39689  -0.37
O 0.87792 -6.38137 1.53577  -0.57
H 0.49519 0.68199 1.58996  -0.32
H 2.59686 -3.97616 -1.35283  0.32
H -3.62179 2.91919 -0.94819  0.22
N -0.16068 -0.30228 -0.14586  1.19
H 0.36119 -4.09685 2.43930  0.54
S 1.30491 -5.87424 0.33246  1.09
H -2.79438 -1.23550 -3.13799  0.03
O 2.33156 -4.71365 0.61448  -0.25
H -0.13889 5.88996 -0.75838  0.37
O -3.95075 0.99260 -3.42552  -0.06
H -2.96990 -1.69918 3.23548  0.52
H 3.59267 -1.00391 -4.07212  0.41
H 2.58230 -2.78063 -0.13477  -0.37
O -1.12238 -0.72426 -0.65207  -0.66
C -5.60401 -0.18950 1.16290  -0.70
C -2.93680 1.41875 -2.49273  0.13
O -2.49223 -1.91867 -7.15066  -0.53
H -6.47459 0.46278 1.23552  0.30
O -1.84063 -1.15709 -4.96298  -0.18
C -1.91604 -1.90395 3.17238  -1.19
C 2.11863 -3.73548 -0.38478  0.44
H -0.75519 -0.17712 3.86043  0.52
O 0.14735 -4.99311 -0.22270  -0.36
H 0.19240 -2.99062 0.24025  -0.72
H 1.19979 3.98668 -0.37252  -0.06
H -3.51332 -3.73035 -3.96740  0.30
C -3.41018 2.83418 -2.01232  -0.16
C 3.06361 0.54554 5.68813  0.16
C 4.81522 0.97733 1.16555  -0.40
O -5.87293 2.03580 -4.39249  -0.52
O 0.94422 -0.70644 -0.34346  -0.14
O 5.56104 -0.19973 1.61434  -0.39
S 1.45864 1.98693 4.55301  1.15
H 3.16429 -0.20306 6.45904  0.45
H 3.29794 -0.06243 -0.10124  -0.18
S -1.62715 -2.15917 -6.14597  1.07
H -2.08560 -3.77767 2.31786  0.23
O -1.16204 5.05420 0.83210  -0.35
H 0.20360 6.58197 0.84141  0.27
H 0.93301 -1.21714 -3.07905  -0.31
H -3.85275 -1.53463 -4.53103  0.19
H 4.37315 2.31173 6.08618  0.35
H 1.40090 -1.73813 3.25858  0.44
H -4.73880 0.39441 1.40029  0.25
C 0.36573 -2.01036 3.12918  0.74
H 0.07315 1.72223 0.20565  0.53
N -5.57623 -0.68242 -0.30957  0.87
O 3.21609 -0.46592 1.89743  0.17
S -0.74938 4.28211 2.12535  1.12
O 1.64816 0.63107 5.31224  -0.34
O -1.46469 3.10165 2.22685  -0.52
O 2.15983 2.89380 -3.80611  -0.66
O -3.74217 2.85261 -5.03807  -0.58
C 3.35332 1.94995 6.17758  -0.44
O -0.70460 5.17570 3.15818  -0.59
C -2.57905 -3.17915 -4.06513  0.03
C -0.10887 -3.17654 2.72938  -1.70
H 5.35199 1.52724 0.40317  0.38
H 4.68931 1.68338 2.01728  0.27
S 4.56055 -1.11640 2.37348  1.25
H 3.08277 2.06660 7.23367  0.28
N -1.48717 -3.07519 2.68261  0.18
H 3.03192 -1.01258 -2.34456  -0.25
C 1.44828 -0.56838 -3.78716  0.23
C 3.45121 0.46374 0.84494  0.63
O 1.79749 -6.69199 -0.63363  -0.57
H 3.63752 0.25036 4.80575  -0.23
H -1.18475 0.99565 1.22307  0.48
H 1.31249 -0.88870 -4.80804  0.41
S -4.59358 2.29035 -4.07094  1.03
H -2.92558 0.74586 -1.63348  -0.06
C -0.78163 -1.14763 3.39153  -0.32
O 1.69900 1.92897 -1.66211  -0.25
O 0.68202 3.91477 1.61702  -0.14
H -1.87554 -3.47677 -3.29044  0.08
O -0.28321 -2.24781 -6.39113  -0.57
H 2.04222 5.06409 0.67185  0.34
C 2.90929 -0.58663 -3.34505  0.27
S 2.03282 1.77708 -3.01824  0.76
O 3.27067 0.86386 -3.21037  -0.44
O -5.94431 0.10275 -1.20132  -0.47
O 4.66730 -0.94761 3.75928  -0.73
H -5.79803 -1.03745 1.79991  0.30
O 2.45417 2.82105 5.42628  -0.41
H 2.72158 1.27301 0.82719  -0.33
O 1.00247 0.80288 -3.69814  -0.28
H -1.93508 1.44272 -2.93703  0.17
O 1.94659 1.81878 3.26778  -0.29
H 0.31273 -3.30727 -1.50644  -0.12
C 0.01847 5.65962 0.28600  -0.58
C -2.86919 -1.71773 -4.09684  -0.09
O 0.14498 2.37328 4.69763  -0.64
C 0.64102 -3.62928 -0.52095  1.09
O 4.68447 -2.38067 1.83137  -0.53
C 1.05185 4.64064 0.48799  0.13

Charge: 0
ΔE to the lowest compared entry with this formula, charge and spin, kcal per mole: 8.56
Lowest unoccupied orbital energy, Eh: -0.016